Record 1
The following is a DFT calculation (ωB97M-V/def2-TZVPD) of a structure of composition C12CsF36KN6O24S12.

Computed properties:
LUMO in eV: 4.27

```
! RIJCOSX wB97M-V def2-TZVPD def2/J DEFGRID3
* xyz -4 1
K -3.328 4.136 -0.513
Cs 0.008 1.295 -0.723
C -0.460 -6.471 4.136
F -1.210 -6.834 3.086
F -1.095 -5.690 5.050
F 0.115 -7.584 4.586
S 0.997 -5.437 3.400
O 1.395 -4.530 4.461
O 1.995 -6.377 2.916
N 0.097 -4.468 2.221
S 1.182 -3.880 1.394
O 2.138 -2.989 2.055
O 1.719 -4.756 0.345
C 0.119 -2.559 0.343
F -0.798 -3.066 -0.447
F -0.486 -1.667 1.142
F 1.050 -1.908 -0.403
C 3.551 0.757 0.550
F 3.029 1.054 -0.659
F 2.986 -0.324 1.086
F 4.936 0.566 0.462
S 3.157 2.286 1.732
O 3.659 2.022 3.061
O 3.673 3.483 1.102
N 1.427 2.286 1.652
S 1.026 2.880 2.924
O 0.897 2.036 4.106
O 1.752 4.141 3.147
C -0.877 3.413 2.566
F -0.886 4.139 1.468
F -1.686 2.382 2.268
F -1.371 4.073 3.640
C 4.730 -1.783 -3.160
F 5.659 -2.700 -3.291
F 3.848 -2.164 -2.227
F 5.297 -0.681 -2.823
S 3.770 -1.478 -4.755
O 3.225 -0.119 -4.811
O 4.662 -1.742 -5.937
N 2.562 -2.663 -4.653
S 1.207 -1.919 -4.470
O 1.161 -1.033 -3.296
O 0.739 -1.394 -5.761
C 0.046 -3.453 -4.117
F 0.178 -3.959 -2.885
F -1.181 -3.007 -4.301
F 0.241 -4.340 -5.095
C -4.130 0.636 -0.401
F -3.174 1.402 0.232
F -4.219 -0.594 0.211
F -5.375 1.154 -0.399
S -3.602 0.331 -2.227
O -2.710 -0.807 -2.300
O -4.861 0.198 -2.975
N -2.889 1.895 -2.405
S -2.525 2.041 -3.943
O -1.065 2.109 -4.198
O -3.111 1.104 -4.839
C -3.303 3.782 -4.267
F -2.470 4.632 -3.727
F -3.435 4.035 -5.601
F -4.466 3.741 -3.717
C 1.505 6.974 -1.692
F 0.278 7.172 -1.142
F 1.859 7.931 -2.616
F 2.513 6.944 -0.761
S 1.458 5.176 -2.470
O 0.449 4.446 -1.684
O 1.034 5.435 -3.860
N 3.172 4.762 -2.422
S 3.213 3.542 -3.352
O 2.368 2.448 -2.886
O 3.110 3.860 -4.783
C 5.090 3.031 -3.180
F 5.262 1.952 -3.926
F 5.776 4.053 -3.563
F 5.396 2.702 -1.957
C -2.816 -0.758 3.777
F -3.972 -0.298 4.392
F -2.857 -0.859 2.450
F -2.008 0.221 4.025
S -2.163 -2.457 4.549
O -2.359 -3.320 3.424
O -0.766 -2.205 4.895
N -3.098 -2.599 6.077
S -4.259 -3.524 5.825
O -5.054 -3.117 4.633
O -3.955 -4.992 5.993
C -5.486 -3.066 7.305
F -4.847 -3.467 8.345
F -5.822 -1.773 7.332
F -6.545 -3.850 7.253
*
```

Record 2
The following is a DFT calculation (ωB97M-V/def2-TZVPD) of a structure of composition C43H36NNaO7S2.

Computed properties:
LUMO in eV: -0.05

```
! RIJCOSX wB97M-V def2-TZVPD def2/J DEFGRID3
* xyz 0 1
Na -0.376 -0.100 -0.114
O -2.565 1.831 3.761
C -1.960 1.097 2.806
O -2.412 0.967 1.702
C -0.687 0.467 3.262
C -0.238 0.552 4.566
C 0.955 -0.090 4.879
C 1.630 -0.769 3.885
C 1.108 -0.780 2.591
N -0.039 -0.177 2.290
C 1.874 -1.474 1.449
O 2.822 -2.195 1.786
O 1.444 -1.208 0.292
H -3.365 2.193 3.355
H -0.805 1.100 5.304
H 1.343 -0.054 5.889
H 2.559 -1.297 4.057
C 5.157 -1.831 -2.120
C 3.669 -2.037 -2.194
C 2.858 -1.146 -2.897
C 1.484 -1.310 -2.936
C 0.915 -2.377 -2.254
C 1.703 -3.276 -1.552
C 3.077 -3.108 -1.535
S -0.848 -2.630 -2.147
O -1.507 -1.431 -1.536
C -1.062 -2.632 -3.939
C -0.318 -3.709 -4.494
C -0.113 -3.808 -5.829
C -0.601 -2.796 -6.693
C -0.324 -2.829 -8.080
C -0.794 -1.854 -8.910
C -1.570 -0.803 -8.380
C -1.867 -0.758 -7.047
C -1.385 -1.751 -6.155
C -1.676 -1.702 -4.736
C -2.829 -0.777 -4.440
C -4.091 -1.250 -4.963
C -4.295 -2.613 -5.305
C -5.500 -3.047 -5.779
C -6.566 -2.143 -5.963
C -6.397 -0.824 -5.657
C -5.164 -0.348 -5.149
C -4.981 1.025 -4.839
C -3.828 1.440 -4.259
C -2.772 0.526 -4.023
S -1.474 1.113 -2.920
O -0.947 2.433 -3.380
C -2.707 1.537 -1.657
C -2.742 2.854 -1.240
C -3.747 3.267 -0.371
C -4.715 2.380 0.076
C -5.805 2.821 1.014
C -4.651 1.053 -0.351
C -3.655 0.623 -1.204
H 5.460 -0.926 -2.646
H 5.691 -2.677 -2.559
H 5.477 -1.747 -1.079
H 3.307 -0.306 -3.415
H 0.870 -0.614 -3.494
H 1.244 -4.075 -0.979
H 3.687 -3.787 -0.950
H 0.099 -4.450 -3.820
H 0.444 -4.639 -6.246
H 0.278 -3.645 -8.468
H -0.572 -1.883 -9.970
H -1.934 -0.021 -9.035
H -2.462 0.066 -6.668
H -3.487 -3.323 -5.172
H -5.638 -4.095 -6.017
H -7.515 -2.497 -6.346
H -7.207 -0.116 -5.794
H -5.785 1.724 -5.039
H -3.687 2.471 -3.956
H -2.011 3.555 -1.622
H -3.775 4.302 -0.045
H -5.631 3.836 1.377
H -5.874 2.151 1.876
H -6.780 2.807 0.520
H -5.391 0.340 0.002
H -3.619 -0.409 -1.530
C 2.789 1.707 -0.784
C 1.704 2.320 0.080
O 0.383 2.080 -0.443
H 3.772 1.902 -0.348
H 2.773 2.143 -1.787
H 2.649 0.628 -0.857
H 1.854 3.396 0.194
H 1.708 1.875 1.075
H 0.342 2.430 -1.347
*
```

How do the records compare in energy relative to the best compared isomer or geometry (same formula, charge and spin)? In the order shown, they have 0.0; 3.8 kcal per mole.
How do the records compare in max |F|? In the order shown, they have 0.15869; 0.01146 hartree/bohr.
How do the records compare in E_tot? In the order shown, they have -315239.09969; -87087.16114 eV.